<one>
Computed, not measured: 2 unconnected molecules or ions with the total composition C2H2ClFO2, with ωB97M-V/def2-TZVPD.

Structure (XYZ):
```
8
C2H2ClFO2 (ωB97M-V/def2-TZVPD)
C 0.26 0.78 0.35
C -0.63 -0.26 -0.33
O 0.58 0.60 1.50
O -0.84 -1.33 0.41
F 1.25 -0.78 -1.33
Cl 0.59 2.24 -0.49
H -0.82 -0.07 -1.43
H -0.39 -1.17 1.33
```

## Properties
2S+1   1
HOMO level (alpha / beta)   -11.1 / -11.1 eV
Charge   0
HOMO-LUMO gap (alpha / beta)   0.33336 / 0.33309 Ha
LUMO level (alpha / beta)   -2.052 / -2.053 eV

<two>
Computed, not measured: 2 unconnected molecules or ions with the total composition C2H2ClFO2, with ωB97M-V/def2-TZVPD.

Structure (XYZ):
```
8
C2H2ClFO2 (ωB97M-V/def2-TZVPD)
C -0.79 -0.50 0.17
C 0.39 0.08 -0.50
O -0.69 -1.22 1.12
O 1.57 -0.19 -0.06
F -0.04 2.00 0.50
Cl -2.29 -0.12 -0.60
H 0.32 0.59 -1.45
H 1.53 -0.63 0.82
```

## Properties
2S+1   1
HOMO level (alpha / beta)   -11.1 / -11.1 eV
Charge   0
HOMO-LUMO gap (alpha / beta)   0.32878 / 0.32876 Ha
LUMO level (alpha / beta)   -2.160 / -2.161 eV

Stability verdict: <two>, ahead by 0.0141 hartree

<one>
Computed, not measured: 2 unconnected molecules or ions with the total composition C3H9ClOSi, with ωB97M-V/def2-TZVPD.

Structure (XYZ):
```
15
C3H9ClOSi (ωB97M-V/def2-TZVPD)
C 1.61 -0.93 -0.08
C -0.99 1.28 1.30
C 0.27 -0.78 -0.90
O -2.62 0.45 -1.70
Si -1.16 -0.30 0.29
Cl -2.06 -1.84 1.13
H 2.18 -1.81 -0.24
H 2.17 -0.04 -0.47
H 1.49 -0.78 1.02
H -1.09 2.17 0.63
H -1.81 1.54 1.98
H 0.10 1.25 1.83
H 0.07 -1.68 -1.31
H 0.18 -0.23 -1.88
H -3.40 0.16 -1.32
```

## Properties
2S+1   1
HOMO level   -8.9 eV
Charge   0
HOMO-LUMO gap   0.34183 Ha
LUMO level   0.371 eV

<two>
Computed, not measured: 2 unconnected molecules or ions with the total composition C3H9ClOSi, with ωB97M-V/def2-TZVPD.

Structure (XYZ):
```
15
C3H9ClOSi (ωB97M-V/def2-TZVPD)
C 1.49 -1.59 -0.60
C -0.93 0.87 1.63
C 0.81 -0.23 -0.87
O -1.93 2.12 -1.26
Si -0.78 -0.10 0.11
Cl -1.93 -1.71 0.12
H 0.79 -2.47 -0.66
H 2.40 -1.62 -1.27
H 1.85 -1.66 0.44
H -1.75 1.53 1.62
H -0.98 0.19 2.47
H -0.04 1.58 1.80
H 0.75 -0.16 -1.95
H 1.41 0.67 -0.63
H -1.16 2.58 -0.95
```

## Properties
2S+1   1
HOMO level   -8.4 eV
Charge   0
HOMO-LUMO gap   0.30015 Ha
LUMO level   -0.213 eV

Stability verdict: <one>, ahead by 0.0067 hartree

<one>
Computed, not measured: a gas-phase ion, CH4ClN2O (charge +1), with ωB97M-V/def2-TZVPD.

Structure (XYZ):
```
9
CH4ClN2O (ωB97M-V/def2-TZVPD)
N 0.19 -1.02 -0.75
C -0.97 -0.59 -0.18
Cl -2.45 -1.24 -0.31
N -0.85 0.50 0.62
O 0.50 0.83 0.89
H 1.04 -0.50 -0.80
H 0.17 -1.94 -1.17
H -1.38 0.63 1.42
H 0.69 1.79 0.78
```

## Properties
SMILES   [NH2+]=C(Cl)NO
2S+1   1
HOMO level   -15.9 eV
Charge   +1
HOMO-LUMO gap   0.41230 Ha
LUMO level   -4.721 eV

<two>
Computed, not measured: 2 unconnected molecules or ions with the total composition CH4ClN2O, with ωB97M-V/def2-TZVPD.

Structure (XYZ):
```
9
CH4ClN2O (ωB97M-V/def2-TZVPD)
C -2.97 -0.22 0.21
N -3.67 -1.00 -0.38
N 0.12 0.09 -0.26
O -2.21 0.60 0.48
Cl -4.41 -2.37 -0.86
H -0.24 -0.61 -0.97
H -0.87 0.47 0.16
H 0.78 0.76 -0.74
H 0.62 -0.31 0.45
```

## Properties
2S+1   1
HOMO level   -14.9 eV
Charge   +1
HOMO-LUMO gap   0.40347 Ha
LUMO level   -3.934 eV

Stability verdict: <one>, ahead by 0.0103 hartree